Entry from OMol25: the ion C12H21NO4 with charge -1 (ωB97M-V/def2-TZVPD).

Geometry (Å):
C -0.084 -2.821 1.088
C -0.238 -1.596 0.159
C -0.130 -2.157 -1.266
C 0.926 -0.657 0.475
C 0.768 0.822 0.079
C 1.701 1.651 0.994
C 3.125 1.691 0.496
O 3.730 0.397 0.470
C 1.165 1.140 -1.378
O 0.819 2.282 -1.799
O 1.847 0.282 -2.016
C -0.658 1.301 0.387
C -1.785 0.355 0.005
C -2.087 0.454 -1.497
C -3.071 0.870 0.730
N -1.567 -1.026 0.462
O -2.547 -1.813 0.223
H -0.407 -2.556 2.091
H -0.728 -3.613 0.715
H 0.944 -3.162 1.072
H 0.174 -1.410 -1.990
H 0.671 -2.892 -1.233
H -1.029 -2.696 -1.547
H 1.167 -0.771 1.531
H 1.779 -1.041 -0.070
H 1.637 1.312 2.025
H 1.325 2.676 0.978
H 3.200 2.185 -0.469
H 3.714 2.294 1.194
H 3.785 0.163 -0.461
H -0.818 2.272 -0.066
H -0.711 1.466 1.469
H -3.015 -0.061 -1.724
H -1.259 0.141 -2.121
H -2.239 1.510 -1.705
H -3.342 0.193 1.531
H -2.874 1.852 1.148
H -3.887 0.963 0.021

Values from the calculation:
LUMO (alpha / beta) ... 3.4 / 3.3 eV
HOMO-LUMO gap (alpha / beta) ... 8.202 / 8.105 eV
Expectation value of S² ... 0.75
Spin multiplicity ... 2
Total charge ... -1
E_HOMO (alpha / beta) ... -0.17709 / -0.17706 Ha
Energy relative to the best compared isomer or geometry (same formula, charge and spin) ... 0.0 kcal per mole

Entry from OMol25: a structure of composition C12H22Ag2Cu2N2O10 (ωB97M-V/def2-TZVPD).

Geometry (Å):
Ag 4.926 -20.947 -12.912
Ag 5.552 -17.614 -12.065
Cu 6.263 -16.788 -8.696
Cu 7.453 -18.318 -14.879
O 7.471 -17.487 -10.778
C 8.153 -18.752 -10.775
C 7.894 -19.785 -11.975
O 6.725 -19.533 -12.788
H 8.061 -19.241 -9.805
H 9.236 -18.651 -10.848
H 8.088 -20.781 -11.576
H 8.640 -19.785 -12.769
C 11.561 -17.644 -12.833
N 10.308 -17.005 -13.362
O 10.178 -15.888 -12.896
O 9.575 -17.594 -14.124
H 11.846 -18.531 -13.398
H 11.492 -18.005 -11.807
H 12.374 -16.932 -12.977
C 10.331 -15.858 -9.265
N 9.877 -16.658 -8.141
O 10.726 -16.911 -7.329
O 8.682 -16.871 -7.864
H 10.057 -14.833 -9.016
H 9.919 -16.187 -10.219
H 11.413 -15.981 -9.306
O 10.548 -23.478 -14.252
C 10.851 -23.033 -13.168
O 11.931 -22.328 -12.968
C 12.245 -22.380 -11.513
C 11.203 -23.198 -10.919
C 10.066 -23.113 -11.899
H 12.203 -21.392 -11.054
H 13.252 -22.738 -11.301
H 10.882 -22.897 -9.922
H 11.527 -24.226 -10.755
H 9.573 -22.167 -11.675
H 9.318 -23.901 -11.820
O 5.196 -22.068 -10.850
C 5.240 -22.258 -9.598
O 5.578 -23.399 -9.028
C 6.054 -23.273 -7.708
C 5.923 -21.786 -7.393
C 5.050 -21.134 -8.531
H 7.129 -23.364 -7.859
H 5.655 -24.020 -7.022
H 6.860 -21.241 -7.284
H 5.474 -21.596 -6.418
H 5.404 -20.145 -8.822
H 4.001 -21.141 -8.233

Values from the calculation:
LUMO (alpha / beta) ... -13.6 / -15.8 eV
HOMO-LUMO gap (alpha / beta) ... 7.117 / 4.913 eV
Expectation value of S² ... 2.01
Spin multiplicity ... 3
Total charge ... +4
E_HOMO (alpha / beta) ... -0.76178 / -0.76177 Ha

Entry from OMol25: a structure of composition C12H22AgF6NO7S2 (ωB97M-V/def2-TZVPD).

Geometry (Å):
Ag -0.036 -0.970 0.041
C -1.454 0.895 1.626
C -2.368 1.066 0.418
C -2.553 2.589 0.198
O -1.866 0.443 -0.687
H -1.996 1.223 2.542
H -0.527 1.464 1.557
H -1.297 -0.155 1.920
H -3.393 0.656 0.599
H -1.575 3.057 0.034
H -2.999 3.144 1.037
H -3.148 2.717 -0.708
C -2.140 -4.914 1.508
C -1.014 -3.876 1.289
C 0.339 -4.586 1.271
O -1.201 -2.998 0.288
H -3.142 -4.550 1.293
H -2.074 -5.202 2.566
H -1.917 -5.823 0.935
H -0.984 -3.269 2.236
H 1.144 -3.840 1.238
H 0.548 -5.332 0.494
H 0.602 -5.133 2.200
C 2.301 0.808 -4.128
F 3.292 1.682 -4.391
F 1.636 0.623 -5.268
F 2.865 -0.341 -3.735
S 1.204 1.454 -2.729
O 0.974 0.274 -1.954
O 1.949 2.495 -2.092
N -0.134 1.843 -3.496
S -0.146 3.366 -3.967
O -0.651 4.301 -3.008
O 1.001 3.777 -4.748
C -1.533 3.190 -5.189
F -1.711 4.336 -5.862
F -1.323 2.192 -6.049
F -2.672 2.930 -4.541
C 1.454 -0.040 3.821
C 2.055 1.129 3.015
C 2.600 0.432 1.757
O 1.872 -0.782 1.672
C 1.801 -1.279 2.987
H 0.378 0.126 3.739
H 1.705 -0.072 4.881
H 2.858 1.688 3.503
H 1.296 1.856 2.734
H 3.647 0.132 1.917
H 2.527 1.039 0.859
H 2.770 -1.719 3.274
H 1.036 -2.046 3.102

Values from the calculation:
LUMO ... 4.8 eV
HOMO-LUMO gap ... 5.677 eV
Total charge ... -2
E_HOMO ... -0.03281 Ha
Energy relative to the best compared isomer or geometry (same formula, charge and spin) ... 0.0 kcal per mole

Entry from OMol25: a structure of composition C12H22As4F24N4 (ωB97M-V/def2-TZVPD).

Geometry (Å):
C 17.883 7.396 10.115
C 18.009 8.684 11.086
N 17.764 9.839 10.364
C 16.714 10.755 10.522
C 16.899 11.814 9.607
N 18.149 11.583 8.955
C 18.677 10.384 9.528
C 18.760 12.413 7.928
H 16.888 7.208 9.710
H 18.131 6.481 10.653
H 18.640 7.469 9.335
H 18.935 8.789 11.652
H 17.259 8.599 11.872
H 16.034 10.456 11.306
H 16.431 12.768 9.418
H 19.590 9.903 9.208
H 19.695 11.991 7.561
H 18.950 13.423 8.293
H 17.969 12.558 7.192
C 10.424 10.261 8.524
C 10.553 11.380 9.527
N 11.130 12.585 9.006
C 10.469 13.768 8.623
C 11.473 14.636 8.183
N 12.713 14.108 8.463
C 12.537 12.828 8.922
C 13.968 14.657 8.029
H 10.111 10.705 7.579
H 9.758 9.465 8.857
H 11.424 9.854 8.376
H 11.149 11.129 10.404
H 9.616 11.629 10.024
H 9.391 13.823 8.664
H 11.456 15.602 7.700
H 13.278 12.053 9.053
H 14.175 15.574 8.580
H 13.807 14.960 6.994
H 14.800 13.953 8.048
As 13.309 10.303 12.967
F 13.597 11.361 11.563
F 12.864 11.696 13.996
F 13.050 9.218 14.386
F 13.623 8.954 11.912
F 15.080 10.437 13.416
F 11.604 10.050 12.518
As 7.727 14.047 11.677
F 6.572 13.115 12.718
F 6.565 15.387 11.450
F 8.975 14.954 10.809
F 8.910 12.759 11.939
F 7.138 13.203 10.232
F 8.336 14.839 13.185
As 11.776 18.392 6.092
F 11.367 19.339 7.590
F 10.444 17.298 6.550
F 12.201 17.244 4.795
F 13.159 19.442 5.760
F 12.929 17.382 7.097
F 10.760 19.400 5.035
As 16.688 15.904 10.550
F 17.633 17.400 10.311
F 16.762 16.168 12.333
F 15.669 14.467 10.965
F 16.642 15.448 8.831
F 18.196 14.933 10.697
F 15.242 16.900 10.433

Values from the calculation:
LUMO ... 2.3 eV
HOMO-LUMO gap ... 7.813 eV
Total charge ... -2
E_HOMO ... -0.20328 Ha

Entry from OMol25: a cluster of 2 separate species, C12H22B3NO8 in total (ωB97M-V/def2-TZVPD).

Geometry (Å):
C 2.083 -0.349 1.847
C 2.487 0.823 0.997
N 3.386 1.607 1.420
C 1.789 0.956 -0.340
B 1.067 2.322 -0.581
O 0.857 2.794 -1.871
B 0.785 4.160 -2.025
O 0.135 4.875 -1.044
B -0.259 4.145 0.072
C -1.628 4.333 0.799
C -2.374 2.989 0.818
C -2.535 2.361 -0.571
O -1.851 1.100 -0.658
C -2.485 0.019 -0.113
C -1.875 -0.492 1.170
O -3.426 -0.487 -0.636
O 0.589 3.113 0.457
H 2.154 -1.270 1.259
H 2.727 -0.422 2.722
H 1.039 -0.244 2.160
H 3.570 2.352 0.746
H 2.501 0.767 -1.148
H 1.027 0.173 -0.447
H 1.291 4.706 -2.949
H -1.418 4.598 1.845
H -2.217 5.152 0.382
H -3.344 3.090 1.310
H -1.775 2.296 1.417
H -3.583 2.221 -0.851
H -2.064 2.970 -1.347
H -2.662 -0.513 1.927
H -1.035 0.108 1.514
H -1.530 -1.514 1.006
C 0.720 -6.206 -0.897
C 0.861 -4.814 -0.340
C -0.332 -3.891 -0.508
O 0.290 -2.602 -0.562
C 1.553 -2.766 -1.031
O 2.269 -1.876 -1.359
O 1.873 -4.077 -1.057
H 1.703 -6.652 -1.036
H 0.152 -6.830 -0.207
H 0.210 -6.194 -1.861
H 1.168 -4.842 0.710
H -1.045 -3.921 0.312
H -0.847 -4.068 -1.455

Values from the calculation:
LUMO ... 0.5 eV
HOMO-LUMO gap ... 10.017 eV
SMILES ... [H]/N=C(/C)CB1OBOB(CCCOC(C)=O)O1.C[C@@H]1COC(=O)O1
E_HOMO ... -0.34913 Ha

Entry from OMol25: a cluster of 2 separate species, C12H22BrN2O4S in total (ωB97M-V/def2-TZVPD).

Geometry (Å):
O -7.648 -2.372 1.951
C -7.021 -1.963 1.039
O -6.185 -2.729 0.252
C -5.666 -1.835 -0.735
Br -3.959 -2.258 -1.520
C -5.628 -0.609 0.118
N -5.156 0.644 -0.460
C -4.281 1.170 0.196
S -3.171 1.831 1.054
O -6.971 -0.657 0.601
H -6.418 -1.884 -1.507
H -5.045 -0.831 1.013
C 2.615 1.747 1.883
C 3.124 1.318 0.522
N 3.052 -0.166 0.240
C 4.014 -0.850 1.173
C 3.595 -0.452 -1.146
C 2.804 0.068 -2.334
C 1.703 -0.801 0.511
C 0.469 -0.253 -0.187
O 0.195 1.076 0.195
C -0.189 1.957 -0.855
H 3.216 1.327 2.691
H 2.707 2.829 1.958
H 1.573 1.497 2.049
H 4.176 1.588 0.423
H 2.584 1.830 -0.268
H 5.001 -0.423 1.024
H 4.023 -1.910 0.936
H 3.683 -0.706 2.195
H 3.699 -1.533 -1.218
H 4.592 -0.014 -1.158
H 1.982 -0.594 -2.593
H 3.459 0.078 -3.205
H 2.425 1.079 -2.203
H 1.560 -0.729 1.587
H 1.820 -1.854 0.253
H -0.367 -0.879 0.149
H 0.511 -0.367 -1.267
H -0.522 1.431 -1.751
H 0.649 2.615 -1.113
H -1.002 2.583 -0.496

Values from the calculation:
LUMO ... -2.5 eV
HOMO-LUMO gap ... 9.834 eV
Total charge ... +1
E_HOMO ... -0.45382 Ha

Entry from OMol25: a structure of composition C12H22Cl3CuF2N5O4S2 (ωB97M-V/def2-TZVPD).

Geometry (Å):
Cu -1.212 0.274 0.409
C -0.328 -4.950 0.022
C -1.844 -4.851 0.195
N -2.364 -4.242 -1.042
C -3.063 -4.845 -2.041
C -3.311 -3.902 -3.001
N -2.852 -2.719 -2.501
C -2.227 -2.941 -1.352
C -2.930 -1.427 -3.175
H 0.147 -3.994 -0.198
H -0.147 -5.593 -0.844
H 0.149 -5.416 0.884
H -2.121 -4.177 1.011
H -2.436 -5.743 0.393
H -3.300 -5.895 -2.040
H -3.741 -3.992 -3.982
H -1.793 -2.206 -0.716
H -2.942 -1.545 -4.255
H -2.042 -0.841 -2.933
H -3.798 -0.935 -2.740
C 0.360 3.680 -1.713
C 0.494 3.200 -0.259
N 1.855 2.852 0.016
C 2.252 1.559 0.202
C 3.540 1.599 0.642
N 3.941 2.927 0.605
C 2.860 3.682 0.302
C 5.158 3.447 1.186
H 1.205 4.296 -2.040
H -0.554 4.253 -1.850
H 0.382 2.842 -2.411
H -0.204 2.386 -0.184
H 0.150 3.905 0.499
H 1.530 0.767 0.031
H 4.276 0.943 1.072
H 2.833 4.757 0.288
H 5.322 4.494 0.948
H 6.006 2.914 0.755
H 5.158 3.263 2.259
Cl -2.870 1.618 -1.209
Cl -2.891 -1.604 1.602
Cl 0.587 -1.200 -1.172
N -0.312 1.317 2.272
S 0.766 0.464 3.194
O 0.194 -0.454 4.133
O 2.013 1.053 3.563
F 1.250 -0.526 2.010
S -0.565 2.531 3.229
O 0.472 3.542 3.257
O -1.369 2.233 4.388
F -1.679 3.201 2.290

Values from the calculation:
LUMO ... 2.0 eV
HOMO-LUMO gap ... 6.699 eV
Total charge ... -1
E_HOMO ... -0.17258 Ha

Entry from OMol25: a cluster of 6 separate species, C12H22Cl8FNO5 in total (ωB97M-V/def2-TZVPD).

Geometry (Å):
C -1.312 0.897 -1.041
N -1.334 -0.191 -0.052
O -0.723 -0.010 0.970
O -1.827 -1.246 -0.358
H -0.591 0.615 -1.806
H -0.952 1.777 -0.520
H -2.287 0.999 -1.507
C 2.918 1.210 2.364
C 1.608 1.917 2.708
O 0.829 0.829 3.266
C 1.456 -0.332 3.097
O 1.054 -1.397 3.461
O 2.616 -0.165 2.449
F 0.931 2.320 1.589
H 3.725 1.403 3.075
H 3.225 1.500 1.357
H 1.648 2.781 3.368
Cl -0.106 -4.071 -2.549
C -1.771 -4.019 -1.861
C -2.689 -4.981 -2.590
Cl -2.316 -6.655 -2.223
H -2.127 -2.995 -1.950
H -1.638 -4.275 -0.815
H -2.731 -4.771 -3.654
H -3.674 -4.808 -2.149
Cl -1.554 0.751 5.961
C -2.062 -0.244 4.558
C -2.756 0.553 3.464
Cl -4.222 1.389 4.032
H -2.690 -0.997 5.026
H -1.154 -0.687 4.153
H -2.936 -0.080 2.599
H -1.993 1.269 3.148
Cl 0.178 4.436 -1.287
C 0.321 4.969 -2.997
C 0.928 3.857 -3.857
Cl -0.010 2.367 -3.995
H 1.016 5.802 -3.002
H -0.657 5.217 -3.401
H 1.900 3.615 -3.436
H 1.003 4.338 -4.833
Cl 4.690 -1.944 -1.554
C 2.933 -2.205 -1.707
C 2.131 -1.191 -0.956
Cl 2.131 0.418 -1.698
H 2.726 -3.159 -1.219
H 2.616 -2.294 -2.741
H 2.451 -1.032 0.071
H 1.079 -1.480 -0.957

Values from the calculation:
LUMO ... 0.1 eV
HOMO-LUMO gap ... 10.421 eV
SMILES ... O=C1OC[C@@H](F)O1.C[N+](=O)[O-].ClCCCl.ClCCCl.ClCCCl.ClCCCl
E_HOMO ... -0.38099 Ha